C4H10FP | ωB97M-V with the def2-TZVPD basis set

Results
Gap between HOMO and LUMO   10.45 eV
HOMO   -9.80 eV
LUMO level   0.7 eV

```
! RIJCOSX wB97M-V def2-TZVPD def2/J DEFGRID3
* xyz 0 1
C -1.49 -0.79 0.44
C 0.23 0.86 -1.49
C -0.55 0.37 0.81
C 0.61 0.29 -0.15
F 1.87 1.44 0.64
P 1.62 -1.29 -0.17
H -1.20 -1.14 -0.50
H -2.61 -0.52 0.65
H -1.36 -1.64 1.14
H -0.10 1.98 -1.48
H 0.91 0.90 -2.36
H -0.64 0.12 -1.55
H -0.34 0.38 1.92
H -1.03 1.39 0.68
H 1.24 -1.76 1.18
H 2.84 -0.57 0.24
*
```

=====

C37H25Cl2F6N3O4PSSbTa | ωB97M-V with the def2-TZVPD basis set

Results
<S²>   0.76
Gap between HOMO and LUMO (spin up / spin down)   7.59 / 7.49 eV
HOMO (spin up / spin down)   -14.06 / -14.06 eV
LUMO level (spin up / spin down)   -6.5 / -6.6 eV

```
! RIJCOSX wB97M-V def2-TZVPD def2/J DEFGRID3
* xyz 2 2
Ta 1.16 -1.11 -0.64
O -1.16 -0.72 -4.54
C -0.48 -0.30 -3.57
N -0.30 -1.09 -2.50
C -0.88 -2.28 -2.83
O -1.37 -2.45 -3.95
C -0.93 -3.31 -1.76
C -1.73 -4.41 -1.89
C -1.70 -5.35 -0.86
C -0.88 -5.13 0.23
C -0.12 -3.97 0.28
N -0.15 -3.07 -0.70
C 0.12 1.08 -3.72
C 0.78 1.35 -4.91
C 1.41 2.58 -5.01
C 1.30 3.47 -3.95
C 0.55 3.11 -2.84
N -0.04 1.91 -2.72
H -2.34 -4.53 -2.77
H -2.32 -6.24 -0.91
H -0.82 -5.84 1.04
H 0.53 -3.76 1.12
H 0.82 0.62 -5.71
H 1.96 2.84 -5.90
H 1.78 4.44 -3.99
H 0.41 3.79 -2.02
Cl -1.86 -0.32 -0.15
C -2.92 -0.33 1.26
C -4.21 -0.73 0.99
C -5.12 -0.84 2.03
C -4.74 -0.60 3.33
C -3.44 -0.21 3.61
Cl -2.98 -0.08 5.27
C -2.51 0.00 2.57
S -0.82 0.39 2.94
H -4.50 -0.97 -0.03
H -6.14 -1.16 1.82
H -5.43 -0.74 4.16
O 2.67 0.01 0.70
C 1.87 0.97 0.99
O 0.75 1.00 0.44
C 2.22 2.04 1.97
C 3.56 2.38 2.04
C 3.99 3.43 2.83
C 3.06 4.17 3.55
C 1.72 3.82 3.52
C 1.27 2.75 2.75
P -0.54 2.48 2.86
C -1.41 3.54 1.69
C -1.91 3.12 0.47
C -2.59 4.03 -0.34
C -2.73 5.35 0.05
C -2.20 5.78 1.26
C -1.54 4.88 2.09
C -1.10 3.07 4.47
C -0.31 2.92 5.60
C -0.84 3.22 6.85
C -2.15 3.66 6.97
C -2.94 3.81 5.84
C -2.43 3.50 4.59
H 4.28 1.80 1.46
H 5.04 3.69 2.88
H 3.38 5.01 4.15
H 1.02 4.39 4.12
H -1.78 2.11 0.14
H -3.00 3.69 -1.29
H -3.26 6.05 -0.58
H -2.31 6.81 1.57
H -1.14 5.22 3.03
H 0.71 2.56 5.53
H -0.22 3.11 7.74
H -2.56 3.88 7.95
H -3.97 4.14 5.93
H -3.05 3.61 3.71
F 2.03 0.17 -1.69
Sb 4.27 -1.71 -0.71
F 5.13 -1.73 0.93
F 4.68 -3.49 -0.97
F 2.63 -2.46 0.31
F 1.98 -2.27 -1.94
F 0.58 -1.46 1.06
*
```

=====

C5H4N2O2S | ωB97M-V with the def2-TZVPD basis set

Results
Gap between HOMO and LUMO   9.92 eV
HOMO   -10.55 eV
LUMO level   -0.6 eV

```
! RIJCOSX wB97M-V def2-TZVPD def2/J DEFGRID3
* xyz 0 1
C 2.30 0.50 -0.43
C 1.39 0.73 0.43
S -0.34 1.04 -0.28
O -1.05 2.01 0.51
O -0.39 0.95 -1.71
C -1.21 -0.74 0.53
C -0.65 -1.82 -0.16
N -0.16 -2.68 -0.73
C -2.54 -0.57 0.20
N -3.63 -0.39 -0.11
H 3.21 0.40 0.16
H 2.25 0.39 -1.45
H 1.58 0.91 1.49
H -0.75 -0.75 1.55
*
```

=====

C21H29N5O3 | ωB97M-V with the def2-TZVPD basis set

Results
Gap between HOMO and LUMO   9.03 eV
HOMO   -8.41 eV
LUMO level   0.6 eV

```
! RIJCOSX wB97M-V def2-TZVPD def2/J DEFGRID3
* xyz 0 1
C -2.32 1.35 -5.06
C -1.99 0.06 -4.32
C -1.74 0.29 -2.83
N -0.56 1.09 -2.61
C -0.50 2.43 -2.36
N 0.73 2.81 -2.22
N 1.51 1.74 -2.38
C 0.74 0.71 -2.62
C 1.24 -0.70 -2.73
N 1.74 -1.11 -1.43
C 0.87 -1.38 -0.43
O -0.30 -1.63 -0.64
C 1.47 -1.36 0.97
C 2.51 -2.47 1.20
C 3.57 -2.02 2.22
C 3.07 -1.00 3.24
O 3.30 -1.09 4.43
N 2.43 0.05 2.68
C 2.01 1.16 3.50
C 0.60 0.99 4.10
C -0.45 0.80 3.05
C -1.13 -0.40 2.94
C -2.07 -0.62 1.94
C -2.34 0.39 1.02
O -3.23 0.28 -0.01
C -3.82 -0.98 -0.24
C -1.68 1.61 1.14
C -0.76 1.81 2.14
C 2.09 0.01 1.28
H -2.50 1.15 -6.11
H -3.20 1.82 -4.64
H -1.49 2.05 -4.99
H -2.83 -0.64 -4.42
H -1.12 -0.41 -4.78
H -2.58 0.82 -2.38
H -1.61 -0.66 -2.31
H -1.36 3.06 -2.29
H 2.05 -0.76 -3.45
H 0.43 -1.37 -3.01
H 2.65 -0.73 -1.19
H 0.63 -1.50 1.66
H 2.00 -3.36 1.57
H 3.00 -2.73 0.27
H 4.40 -1.54 1.70
H 3.97 -2.87 2.76
H 2.73 1.24 4.32
H 2.05 2.07 2.89
H 0.62 0.13 4.77
H 0.39 1.88 4.70
H -0.93 -1.19 3.65
H -2.57 -1.57 1.88
H -4.42 -0.86 -1.14
H -4.47 -1.27 0.59
H -3.05 -1.74 -0.40
H -1.90 2.40 0.43
H -0.26 2.77 2.22
H 3.00 0.17 0.68
H 1.38 0.80 1.06
*
```